This record from the Open Molecules 2025 dataset describes a cluster of 11 separate species, C48H112N6O21 in total at a distorted geometry. The level of theory is ωB97M-V with the def2-TZVPD basis set.

```
187
Properties=species:S:1:pos:R:3:forces:R:3:lowdin_charge:R:1
C -4.869 -1.569 6.469 -0.2 -0.6 0.6 -0.0912
O -5.448 -1.189 7.718 0.2 0.2 -0.1 -0.1893
C -6.028 -2.187 8.577 -0.7 1.1 -1.1 -0.1745
C -7.149 -2.941 7.888 -1.3 0.0 -0.6 -0.1955
O -8.062 -1.997 7.275 0.1 -0.3 -0.1 -0.1640
C -9.319 -2.536 6.805 1.3 -0.8 -0.3 -0.1425
C -9.204 -3.398 5.477 -1.9 0.7 1.1 -0.2079
O -9.230 -2.669 4.286 0.2 0.0 -0.2 -0.2014
C -8.007 -1.999 3.973 -1.3 -0.6 0.9 -0.0739
H -4.452 -0.721 5.924 0.0 0.4 0.6 0.0872
H -5.585 -1.996 5.767 -0.3 -0.3 0.2 0.0607
H -4.061 -2.275 6.661 0.1 -0.2 -0.2 0.0867
H -6.506 -1.581 9.347 0.3 0.0 0.2 0.1260
H -5.303 -2.865 9.027 0.2 -0.1 -0.1 0.1225
H -7.754 -3.524 8.581 0.2 -0.1 0.6 0.1195
H -6.782 -3.681 7.177 0.2 0.1 -0.4 0.1115
H -10.035 -1.716 6.748 0.4 0.3 -0.7 0.1250
H -9.776 -3.145 7.585 0.2 -0.6 0.2 0.1075
H -10.144 -3.946 5.415 -0.2 -0.1 0.3 0.1177
H -8.473 -4.206 5.530 0.8 0.3 0.0 0.1160
H -7.864 -1.243 4.746 0.5 0.3 -0.3 0.0820
H -8.202 -1.580 2.986 0.7 0.0 0.1 0.0939
H -7.251 -2.778 4.063 0.6 0.4 -0.6 0.0841
C -11.472 -3.044 -4.018 1.0 -1.7 0.4 -0.0807
O -10.281 -3.779 -3.582 -0.3 1.0 -1.0 -0.1902
C -9.090 -2.976 -3.697 -1.1 0.5 1.6 -0.2193
C -7.950 -3.692 -3.020 -0.5 -0.5 -0.7 -0.1660
O -7.728 -4.960 -3.676 -0.3 0.5 1.3 -0.1294
C -6.838 -4.964 -4.759 -0.4 1.0 0.9 -0.2158
C -5.409 -4.968 -4.312 -0.3 -0.4 0.3 -0.2210
O -5.020 -3.702 -3.773 1.4 -0.5 0.0 -0.1880
C -3.631 -3.605 -3.313 -0.8 -0.2 -0.5 -0.0706
H -12.211 -3.837 -4.142 -0.1 0.1 -0.4 0.0808
H -11.250 -2.541 -4.959 -0.3 0.2 0.0 0.0823
H -11.901 -2.390 -3.259 0.5 0.4 0.1 0.0788
H -9.326 -2.114 -3.074 0.4 0.6 0.2 0.1175
H -8.867 -2.541 -4.671 -0.2 -0.6 -0.5 0.1210
H -8.258 -3.867 -1.990 0.0 -0.5 -0.1 0.1282
H -7.076 -3.044 -2.950 0.2 -0.2 -0.4 0.1167
H -6.985 -4.060 -5.350 -0.2 -0.1 -0.6 0.1291
H -7.060 -5.901 -5.270 0.1 0.2 -0.4 0.1348
H -4.928 -5.325 -5.223 1.2 0.4 0.0 0.1224
H -5.388 -5.760 -3.563 0.6 -0.1 0.3 0.1296
H -3.463 -2.600 -2.927 -0.3 0.0 -0.2 0.0830
H -2.922 -3.809 -4.116 -0.1 0.2 -0.3 0.0785
H -3.346 -4.290 -2.515 -0.6 -0.3 0.2 0.0784
C -1.283 7.842 3.899 -0.1 -0.9 0.3 -0.0975
O -2.321 7.981 4.855 -0.5 2.0 -0.6 -0.1785
C -2.040 7.343 6.055 -0.8 -1.3 0.6 -0.2188
C -3.031 7.548 7.249 -0.8 0.1 -0.3 -0.1354
O -4.383 7.041 7.187 -0.1 -0.1 -1.2 -0.1576
C -4.496 5.649 6.941 0.5 -0.7 0.1 -0.1963
C -5.905 5.072 6.617 0.4 1.6 -0.1 -0.1858
O -6.403 5.315 5.319 0.4 0.7 -0.3 -0.2040
C -6.575 6.716 4.973 0.7 -1.5 -0.9 -0.0732
H -0.309 8.022 4.353 0.1 0.1 0.0 0.0853
H -1.391 8.451 3.001 -0.5 0.4 0.4 0.0882
H -1.315 6.808 3.555 0.3 -0.3 -0.1 0.0772
H -1.029 7.549 6.406 0.1 0.3 0.2 0.1226
H -2.064 6.286 5.792 0.3 -0.5 0.4 0.1063
H -3.245 8.587 7.499 0.6 0.2 -0.3 0.1260
H -2.607 7.082 8.139 0.6 -0.1 0.0 0.1181
H -4.100 5.132 7.815 -0.3 -0.3 0.6 0.1188
H -3.781 5.319 6.188 -0.2 0.1 -0.6 0.1086
H -6.649 5.532 7.267 0.1 -0.3 0.8 0.1202
H -5.849 3.989 6.732 -0.1 0.1 0.1 0.1254
H -5.610 7.205 4.846 0.1 0.2 0.6 0.0764
H -7.252 7.259 5.632 0.0 -0.1 0.1 0.0908
H -6.934 6.624 3.948 -0.6 0.4 0.2 0.0832
C -3.493 5.859 -0.050 -0.1 -0.9 -1.2 -0.0891
O -3.625 4.534 -0.630 -0.5 0.6 1.2 -0.2054
C -4.215 3.616 0.326 2.3 -0.3 -1.2 -0.1728
C -3.151 3.236 1.397 -0.9 -1.6 -0.9 -0.1330
O -2.075 2.421 0.779 -1.9 1.7 -0.5 -0.1208
C -0.859 2.360 1.443 -0.2 1.1 2.0 -0.2393
C 0.336 2.510 0.581 0.4 -1.8 -1.7 -0.1919
O 0.701 1.210 0.071 1.2 0.3 0.4 -0.1874
C 1.886 1.244 -0.736 -0.9 -0.3 -0.1 -0.1087
H -2.875 5.892 0.847 -0.1 -0.1 0.1 0.0676
H -4.493 6.262 0.110 0.0 0.2 0.3 0.0856
H -2.993 6.457 -0.813 -0.1 0.0 0.0 0.0836
H -4.388 2.691 -0.225 0.0 0.0 -0.2 0.1191
H -5.205 3.933 0.654 0.2 0.4 0.6 0.1218
H -3.711 2.527 2.007 0.1 0.1 0.7 0.1179
H -2.846 4.102 1.985 0.6 -0.2 -0.1 0.1039
H -0.889 1.522 2.139 0.6 -0.5 -0.3 0.1371
H -0.715 3.200 2.123 -0.6 0.5 0.3 0.1149
H 1.175 2.997 1.078 0.1 -0.2 0.3 0.1254
H 0.071 3.111 -0.289 -0.2 0.4 0.0 0.1267
H 1.659 1.906 -1.571 0.4 0.0 -0.3 0.0803
H 2.095 0.233 -1.085 -0.5 0.0 -0.2 0.0824
H 2.827 1.517 -0.259 -0.2 0.6 0.6 0.0814
C 8.278 0.117 -5.607 -1.4 0.8 0.3 -0.1356
O 8.364 -1.246 -5.852 0.8 -0.9 -0.8 -0.1719
C 9.418 -1.657 -6.712 -0.3 -0.3 -0.2 -0.1874
C 9.087 -1.513 -8.227 -0.9 0.2 1.8 -0.1713
O 7.943 -2.311 -8.547 0.8 0.5 -0.5 -0.1212
C 7.361 -1.992 -9.818 -0.1 -1.5 0.0 -0.1892
C 6.394 -0.830 -9.893 0.8 -0.3 0.5 -0.2366
O 5.251 -1.124 -9.170 -1.7 0.0 1.3 -0.1647
C 4.324 -0.045 -9.008 0.4 0.6 -1.5 -0.0930
H 7.253 0.435 -5.797 -0.4 -0.1 0.1 0.0809
H 8.810 0.804 -6.266 0.9 -0.3 0.1 0.0878
H 8.429 0.287 -4.541 0.5 0.4 0.0 0.0877
H 9.684 -2.678 -6.436 -0.6 -0.4 -0.3 0.1213
H 10.352 -1.157 -6.454 0.1 0.7 -0.3 0.1171
H 10.012 -1.734 -8.758 -0.2 -0.2 -0.6 0.1232
H 8.768 -0.482 -8.379 0.5 0.4 -0.2 0.1071
H 6.864 -2.921 -10.096 -0.5 0.1 0.1 0.1281
H 8.088 -1.914 -10.626 0.6 0.5 0.2 0.1227
H 6.181 -0.704 -10.955 -0.1 0.5 -0.2 0.1305
H 6.905 0.026 -9.453 -0.1 0.6 -0.3 0.1186
H 4.788 0.895 -8.709 0.4 -0.1 0.7 0.0795
H 3.427 -0.220 -8.414 0.6 -0.8 0.4 0.0879
H 3.938 0.250 -9.984 -0.2 -0.2 -0.5 0.0776
C 4.868 -5.305 -5.760 1.7 0.2 0.4 -0.0639
N 5.244 -6.686 -5.963 -0.7 0.1 -0.9 -0.2111
C 6.290 -7.172 -5.119 0.3 -1.1 0.2 -0.0640
C 4.563 -7.442 -6.884 1.2 0.7 0.4 -0.3370
O 4.725 -8.620 -7.100 -0.2 -0.1 0.0 0.0209
H 4.490 -5.212 -4.742 -0.9 0.4 -0.3 0.0886
H 4.353 -4.838 -6.600 -0.6 -0.4 0.4 0.0906
H 5.798 -4.739 -5.712 0.2 0.2 -0.1 0.0824
H 6.487 -8.217 -5.358 -0.2 0.0 0.0 0.0872
H 7.247 -6.668 -5.252 -0.1 0.4 -0.1 0.0899
H 6.013 -7.124 -4.066 0.0 0.1 0.1 0.0893
H 3.935 -6.758 -7.477 -0.5 -0.3 -0.1 0.1278
C 12.228 -2.703 -0.076 -0.2 0.1 -0.3 -0.0706
N 11.074 -3.582 0.082 0.1 -1.3 0.6 -0.1863
C 11.364 -5.020 -0.137 -0.5 0.5 -1.0 -0.0435
C 9.800 -3.191 0.405 -0.2 -0.7 -0.6 -0.3217
O 8.804 -3.920 0.386 1.5 1.0 0.3 -0.0097
H 12.818 -2.995 -0.945 -0.4 -0.1 -0.4 0.0816
H 12.991 -2.755 0.700 -0.4 0.0 0.7 0.0823
H 11.905 -1.674 -0.236 0.0 0.0 0.2 0.0853
H 11.462 -5.163 -1.213 0.5 0.0 -0.2 0.0847
H 12.284 -5.333 0.358 -0.1 0.1 0.1 0.0859
H 10.525 -5.684 0.071 0.0 0.5 0.7 0.0815
H 9.766 -2.115 0.637 -0.2 0.0 0.0 0.1304
C -1.895 4.060 -4.956 -1.5 -1.2 -0.4 -0.0270
N -2.884 3.147 -5.760 2.2 1.9 0.2 -0.1478
C -2.896 3.625 -7.178 -0.8 -0.8 0.6 -0.0609
C -3.768 2.223 -5.251 1.1 0.6 -0.5 -0.3566
O -4.545 1.615 -5.945 -0.5 -0.2 -0.2 0.0114
H -2.290 5.075 -4.919 -0.2 -0.1 0.0 0.0731
H -0.918 4.143 -5.432 -0.2 -0.5 -0.4 0.0673
H -1.704 3.720 -3.938 -0.4 -0.3 -0.1 0.0710
H -3.541 4.500 -7.257 0.3 0.4 0.0 0.0846
H -1.882 3.813 -7.531 -0.1 0.2 0.3 0.0765
H -3.337 2.919 -7.881 0.0 -0.4 0.4 0.0778
H -3.671 2.024 -4.173 0.2 0.3 0.0 0.1315
C 1.207 -7.431 2.422 -0.5 -1.4 0.2 -0.0800
N 1.818 -6.343 1.809 1.3 4.6 -0.4 -0.2306
C 2.566 -6.600 0.620 0.3 -1.5 -0.6 -0.0827
C 1.842 -5.069 2.400 0.1 -2.3 1.5 -0.2766
O 1.363 -4.895 3.512 0.0 0.4 -0.9 -0.0063
H 0.544 -7.110 3.226 0.2 -0.1 -0.1 0.0965
H 1.974 -8.130 2.756 0.0 -0.1 0.6 0.0966
H 0.678 -7.985 1.647 -0.5 -0.1 0.1 0.0890
H 1.911 -7.181 -0.030 -0.1 0.4 -0.7 0.0834
H 3.085 -5.792 0.104 -0.8 0.5 0.3 0.0921
H 3.374 -7.310 0.792 0.3 -0.2 0.5 0.0838
H 2.455 -4.291 1.919 -0.3 -0.3 -0.5 0.1347
C 3.453 0.108 8.357 0.2 0.4 -0.6 -0.0542
N 2.756 1.305 7.873 -0.2 0.3 -0.1 -0.2040
C 1.588 1.675 8.629 -0.1 -0.4 0.9 -0.0570
C 3.221 2.105 6.880 0.3 0.9 0.7 -0.3247
O 2.867 3.269 6.659 0.2 -2.0 -0.1 -0.0077
H 3.872 0.220 9.357 -0.3 0.4 0.2 0.0853
H 4.333 -0.067 7.739 -0.2 -0.2 -0.3 0.0821
H 2.792 -0.759 8.377 0.0 0.0 -0.2 0.0902
H 1.265 2.715 8.593 0.6 0.0 -0.4 0.0889
H 0.738 1.054 8.347 -0.1 -0.1 0.0 0.0908
H 1.871 1.418 9.650 -0.6 0.2 0.3 0.0824
H 4.036 1.551 6.391 0.2 0.6 -0.6 0.1278
C 5.650 6.228 -0.724 -0.9 -1.1 -0.4 -0.0503
N 6.021 6.581 0.604 -0.1 3.7 -0.5 -0.1928
C 5.971 8.030 0.905 -0.5 0.0 0.1 -0.0453
C 6.532 5.787 1.494 1.1 -3.8 1.2 -0.3616
O 6.606 4.552 1.377 0.1 1.6 0.2 -0.0170
H 4.632 6.592 -0.862 0.1 0.4 -0.6 0.0914
H 5.548 5.149 -0.840 0.3 0.0 0.3 0.0901
H 6.360 6.567 -1.478 -0.1 0.3 0.0 0.0974
H 6.728 8.653 0.428 0.1 -0.4 -0.5 0.0864
H 4.989 8.413 0.630 0.0 0.0 -0.2 0.0839
H 6.065 8.277 1.963 0.1 -0.6 0.1 0.0825
H 6.917 6.306 2.386 -0.1 -0.1 0.1 0.1351
```
Positions in Å, forces in eV/Å.

- Strongest force on any atom: 4.8 eV/Å
- Lowest unoccupied orbital energy: 0.3 eV
- Gap between HOMO and LUMO: 9.21 eV
- SMILES string: COCCOCCOC.COCCOCCOC.COCCOCCOC.COCCOCCOC.COCCOCCOC.CN(C)C=O.CN(C)C=O.CN(C)C=O.CN(C)C=O.CN(C)C=O.CN(C)C=O